[1]
# C22H24F3N3O4

One molecule with the formula C22H24F3N3O4 in a non-equilibrium geometry (the ωB97M-V functional and the def2-TZVPD basis, OMol25).

Its maximum force is 0.026 Eh/bohr. Its energy relative to the best compared isomer or geometry (same formula, charge and spin) is 0.3721 eV. For the HOMO energy, the calculation gives -9.046 eV. The LUMO energy comes out at 0.67 eV.

```
! wB97M-V def2-TZVPD RIJCOSX def2/J DEFGRID3
* xyz 0 1
O 0.768 1.842 3.479
C 0.201 2.097 2.435
C -0.880 1.175 1.848
N -0.271 0.282 0.868
C 0.449 -0.862 1.401
C 0.155 -2.223 0.812
C 1.241 -3.025 0.477
C 1.081 -4.312 0.000
C -0.189 -4.833 -0.160
C -1.286 -4.062 0.169
C -1.124 -2.771 0.661
C -2.366 -2.007 1.027
F -3.474 -2.760 0.977
F -2.322 -1.511 2.277
F -2.611 -0.959 0.214
C -0.124 0.771 -0.382
O -0.533 1.881 -0.688
C 0.512 -0.115 -1.444
N -0.459 -1.072 -1.923
C -0.096 -2.278 -2.415
O 1.059 -2.659 -2.469
C -1.230 -3.111 -2.838
C -1.242 -4.359 -3.405
C -2.600 -4.711 -3.555
C -3.315 -3.657 -3.069
O -2.501 -2.687 -2.636
N 0.458 3.160 1.661
C 1.515 4.109 1.932
C 2.647 3.992 0.885
C 2.790 5.382 0.261
C 1.399 5.990 0.410
C 0.993 5.551 1.814
H -1.324 0.590 2.652
H -1.652 1.757 1.342
H 1.528 -0.683 1.314
H 0.224 -0.900 2.472
H 2.239 -2.629 0.591
H 1.949 -4.899 -0.257
H -0.331 -5.832 -0.540
H -2.281 -4.465 0.053
H 1.380 -0.673 -1.086
H 0.830 0.547 -2.260
H -1.420 -0.773 -1.985
H -0.380 -4.932 -3.675
H -2.991 -5.618 -3.967
H -4.370 -3.487 -2.981
H -0.001 3.221 0.759
H 1.866 3.885 2.942
H 2.350 3.268 0.124
H 3.577 3.645 1.333
H 3.512 5.975 0.825
H 3.121 5.335 -0.776
H 0.723 5.561 -0.331
H 1.399 7.073 0.293
H 1.486 6.181 2.555
H -0.081 5.598 1.982
*
```

[2]
# C22H24F3N3O4

One molecule with the formula C22H24F3N3O4 (the ωB97M-V functional and the def2-TZVPD basis, OMol25).

Its maximum force is 0.015 Eh/bohr. Its energy relative to the best compared isomer or geometry (same formula, charge and spin) is 0.0000 eV. For the HOMO energy, the calculation gives -8.889 eV. The LUMO energy comes out at 0.31 eV.

```
! wB97M-V def2-TZVPD RIJCOSX def2/J DEFGRID3
* xyz 0 1
C -3.507 -0.890 -2.941
C -2.232 -0.884 -2.096
C -1.338 0.276 -2.537
C -1.484 -2.213 -2.288
C -0.232 -2.323 -1.440
O 0.807 -2.814 -1.831
C -0.413 -1.778 -0.113
C -1.457 -0.998 0.260
C -2.616 -0.705 -0.613
N -1.287 -0.507 1.533
C -2.237 0.277 2.284
C -2.170 1.798 2.036
C -0.855 2.446 2.491
C -0.637 3.529 1.438
C -1.191 2.827 0.205
O -2.333 2.112 0.659
C -0.074 -0.888 2.058
O 0.334 -0.633 3.157
C 0.580 -1.844 1.022
N 1.927 -1.458 0.684
C 2.166 -0.139 0.467
O 1.298 0.695 0.655
C 3.536 0.202 0.018
C 3.733 1.366 -0.722
C 5.012 1.690 -1.135
C 6.048 0.834 -0.788
N 5.875 -0.258 -0.061
C 4.657 -0.566 0.336
C 0.608 -3.240 1.650
F 1.378 -3.305 2.738
F 1.070 -4.171 0.807
F -0.625 -3.629 2.013
H -4.061 0.034 -2.795
H -4.150 -1.724 -2.670
H -3.262 -0.978 -3.997
H -1.049 0.156 -3.578
H -1.866 1.221 -2.430
H -0.433 0.318 -1.935
H -2.134 -3.045 -2.000
H -1.209 -2.349 -3.335
H -3.427 -1.396 -0.358
H -2.966 0.314 -0.435
H -3.239 -0.082 2.042
H -2.030 0.099 3.343
H -3.025 2.235 2.573
H -0.924 2.833 3.504
H -0.041 1.725 2.439
H 0.408 3.799 1.324
H -1.224 4.420 1.668
H -1.520 3.503 -0.586
H -0.445 2.127 -0.189
H 2.523 -2.167 0.282
H 2.884 1.990 -0.962
H 5.202 2.580 -1.713
H 7.066 1.030 -1.096
H 4.580 -1.450 0.955
*
```

[3]
# C22H24N2O4S2

One molecule with the formula C22H24N2O4S2 in a non-equilibrium geometry (the ωB97M-V functional and the def2-TZVPD basis, OMol25).

Its maximum force is 0.022 Eh/bohr. Its energy relative to the best compared isomer or geometry (same formula, charge and spin) is 0.2493 eV. For the HOMO energy, the calculation gives -8.708 eV. The LUMO energy comes out at 0.47 eV.

```
! wB97M-V def2-TZVPD RIJCOSX def2/J DEFGRID3
* xyz 0 1
C -0.476 5.069 -0.305
S 0.448 4.365 -1.692
O 0.009 5.008 -2.893
O 1.850 4.404 -1.398
N -0.188 2.807 -1.734
C -0.212 2.215 -3.069
C 1.187 1.831 -3.471
C 1.975 2.718 -4.192
C 3.290 2.401 -4.484
C 3.829 1.200 -4.054
C 3.049 0.315 -3.330
C 1.734 0.630 -3.038
C -0.058 1.968 -0.622
C -0.983 0.937 -0.431
C -0.909 0.118 0.677
C 0.082 0.315 1.635
C 0.194 -0.517 2.865
O 0.614 -0.080 3.919
N -0.227 -1.797 2.719
C -0.139 -2.770 3.777
C 0.774 -3.932 3.404
S 0.389 -4.663 1.775
C -1.330 -5.270 2.024
C -2.340 -4.209 1.799
C -2.618 -3.448 0.700
C -3.666 -2.574 1.078
C -3.946 -2.866 2.376
O -3.147 -3.851 2.822
C 0.987 1.357 1.457
C 0.930 2.168 0.341
H -0.140 6.091 -0.180
H -1.523 5.041 -0.573
H -0.280 4.490 0.587
H -0.875 1.349 -3.063
H -0.613 2.980 -3.735
H 1.556 3.660 -4.511
H 3.898 3.096 -5.044
H 4.856 0.956 -4.278
H 3.466 -0.622 -2.988
H 1.128 -0.059 -2.465
H -1.772 0.788 -1.151
H -1.654 -0.653 0.810
H -0.436 -2.156 1.799
H 0.265 -2.251 4.652
H -1.139 -3.141 4.023
H 1.805 -3.595 3.300
H 0.726 -4.722 4.153
H -1.409 -5.673 3.033
H -1.437 -6.075 1.296
H -2.134 -3.508 -0.254
H -4.145 -1.838 0.466
H -4.659 -2.463 3.067
H 1.748 1.512 2.207
H 1.664 2.943 0.193
*
```

[4]
# C22H24N2O5

One molecule with the formula C22H24N2O5 in a non-equilibrium geometry (the ωB97M-V functional and the def2-TZVPD basis, OMol25).

Its maximum force is 0.027 Eh/bohr. Its energy relative to the best compared isomer or geometry (same formula, charge and spin) is 4.2085 eV. For the HOMO energy, the calculation gives -8.443 eV. The LUMO energy comes out at 0.58 eV.

```
! wB97M-V def2-TZVPD RIJCOSX def2/J DEFGRID3
* xyz 0 1
C -0.328 -3.065 2.126
O -1.445 -2.256 1.847
C -2.077 -2.408 0.650
C -1.717 -3.315 -0.336
C -2.447 -3.355 -1.516
C -3.500 -2.496 -1.734
C -3.856 -1.573 -0.749
O -4.891 -0.735 -1.066
C -5.150 0.365 -0.227
C -3.940 1.223 -0.039
C -2.833 1.405 -0.818
C -1.996 2.225 -0.017
C -0.639 2.719 -0.398
O -0.472 3.808 -0.909
N 0.357 1.833 -0.182
C 0.166 0.524 0.400
C 1.699 2.179 -0.599
C 2.642 2.405 0.593
O 3.117 1.205 1.164
C 4.077 0.480 0.512
C 4.737 0.865 -0.648
C 5.703 0.037 -1.198
C 6.030 -1.181 -0.624
C 7.087 -2.063 -1.216
C 5.361 -1.557 0.537
C 4.399 -0.745 1.097
N -2.578 2.505 1.117
O -3.783 1.885 1.116
C -3.158 -1.548 0.446
H 0.478 -2.901 1.404
H 0.010 -2.766 3.117
H -0.594 -4.127 2.141
H -0.887 -3.989 -0.203
H -2.172 -4.067 -2.280
H -4.060 -2.512 -2.655
H -5.521 0.048 0.758
H -5.944 0.924 -0.733
H -2.636 1.018 -1.794
H 1.046 0.267 0.987
H -0.698 0.515 1.059
H 0.024 -0.233 -0.380
H 1.620 3.103 -1.176
H 2.092 1.379 -1.236
H 3.476 3.049 0.294
H 2.093 2.902 1.397
H 4.518 1.802 -1.135
H 6.207 0.354 -2.100
H 7.278 -1.799 -2.253
H 8.019 -1.954 -0.661
H 6.790 -3.108 -1.167
H 5.598 -2.502 1.006
H 3.882 -1.033 1.999
H -3.407 -0.879 1.253
*
```

- Which value of LUMO does entry 3 give?
  0.47 eV

- Number 4 is which compound?
  C22H24N2O5